1.
This record from the Open Molecules 2025 dataset describes the molecule C5H6O at a distorted geometry. The level of theory is ωB97M-V/def2-TZVPD.

Properties
* charge: 0
* HOMO-LUMO gap: 10.1 eV
* HOMO energy: -8.997 eV
* SMILES: C1[C@H]2[C@H]3O[C@@H]1[C@@H]23
* energy relative to the best compared isomer or geometry (same formula, charge and spin): 430.6 kJ/mol
* DFT total energy: -269.18223 a.u.

Cartesian coordinates (Å):
C1 -0.686 -0.585 -0.827
C2 0.673 -0.780 -0.206
C3 1.157 0.546 0.206
O1 -0.041 1.690 -0.419
C4 -0.891 0.657 0.062
C5 0.110 0.147 1.102
H1 -1.367 -1.395 -0.553
H2 -0.687 -0.424 -1.908
H3 1.336 -1.629 -0.444
H4 2.222 0.654 0.487
H5 -1.933 0.897 0.310
H6 0.106 0.223 2.190

The Mulliken scheme yields these atomic charges, measured in e: -0.477, -0.478, -0.045, -0.534, -0.029, -0.572, 0.301, 0.290, 0.367, 0.353, 0.412, 0.410

***

2.
This record from the Open Molecules 2025 dataset describes a structure of composition C24H48BF28N8O20S8 at a distorted geometry. The level of theory is ωB97M-V/def2-TZVPD.

Properties
* charge: -1
* HOMO-LUMO gap: 6.5 eV
* HOMO energy: -6.568 eV
* DFT total energy: -8892.74938 a.u.

Cartesian coordinates (Å):
C1 11.830 13.213 10.417
C2 12.185 14.459 9.740
C3 11.642 15.757 10.327
O1 10.237 15.864 10.114
C4 9.579 16.774 10.938
N1 13.698 14.548 9.723
H1 14.095 14.402 10.723
H2 14.088 13.810 9.131
H3 14.057 15.461 9.402
H4 12.273 12.326 9.948
H5 10.741 13.114 10.390
H6 12.198 13.342 11.432
H7 11.862 14.527 8.701
H8 12.144 16.621 9.842
H9 11.953 15.749 11.380
H10 8.717 17.125 10.376
H11 10.220 17.648 11.068
H12 9.367 16.384 11.937
C5 12.740 11.001 18.340
C6 12.687 10.161 17.027
C7 12.928 10.943 15.800
O2 12.740 10.075 14.694
C8 13.088 10.631 13.410
N2 13.725 9.082 17.086
H13 13.541 8.568 17.988
H14 13.548 8.412 16.322
H15 14.731 9.425 17.039
H16 13.758 11.332 18.542
H17 12.383 10.454 19.203
H18 12.116 11.898 18.250
H19 11.747 9.641 16.825
H20 13.884 11.471 15.750
H21 12.117 11.693 15.732
H22 13.109 9.724 12.818
H23 14.112 11.031 13.399
H24 12.392 11.360 12.969
C9 8.491 11.112 15.237
C10 7.611 11.372 14.021
C11 8.065 12.371 12.970
O3 7.014 12.648 12.130
C12 7.177 13.723 11.234
N3 7.347 10.050 13.384
H25 6.709 10.142 12.567
H26 8.228 9.609 12.957
H27 6.973 9.350 14.032
H28 8.426 12.010 15.847
H29 9.489 10.756 14.998
H30 8.047 10.313 15.830
H31 6.637 11.706 14.384
H32 8.876 11.880 12.407
H33 8.441 13.261 13.500
H34 7.590 14.612 11.726
H35 6.167 13.982 10.941
H36 7.795 13.439 10.381
C13 9.556 15.944 20.204
C14 8.973 14.948 19.172
C15 9.210 13.549 19.553
O4 8.471 12.658 18.725
C16 8.472 11.278 19.247
N4 7.438 15.181 19.116
H37 7.137 16.083 18.725
H38 6.918 14.383 18.697
H39 7.225 15.189 20.128
H40 10.641 15.866 20.129
H41 9.254 15.733 21.238
H42 9.345 16.987 19.955
H43 9.333 14.950 18.145
H44 8.959 13.383 20.616
H45 10.303 13.437 19.587
H46 9.520 10.997 19.304
H47 7.964 10.661 18.515
H48 8.028 11.168 20.236
B1 12.838 6.683 19.281
F1 11.705 7.335 18.591
F2 12.437 5.850 20.325
F3 13.556 5.998 18.233
F4 13.649 7.776 19.802
C17 9.185 8.723 9.441
F5 8.257 9.681 9.814
F6 8.509 7.646 9.173
F7 9.657 9.168 8.273
S1 10.493 8.705 10.815
O5 11.320 7.621 10.478
O6 11.034 9.994 10.827
N5 9.575 8.547 12.123
S2 10.327 7.244 13.018
O7 9.897 6.040 12.453
O8 11.673 7.563 13.196
C18 9.650 7.238 14.758
F8 10.155 6.183 15.295
F9 9.901 8.274 15.499
F10 8.269 7.097 14.813
C19 11.893 15.036 16.261
F11 10.943 14.254 16.806
F12 11.571 16.278 16.648
F13 12.999 14.733 16.762
S3 11.860 14.962 14.343
O9 11.763 13.540 14.006
O10 10.732 15.746 13.955
N6 13.125 15.647 13.925
S4 14.461 14.618 13.738
O11 14.427 13.616 14.708
O12 14.541 14.214 12.329
C20 15.970 15.677 14.063
F14 17.040 15.100 13.556
F15 15.888 16.887 13.487
F16 16.179 15.879 15.333
C21 17.479 10.797 18.904
F17 18.045 11.757 19.665
F18 18.397 9.922 18.634
F19 16.532 10.224 19.602
S5 16.770 11.580 17.372
O13 15.624 12.329 17.744
O14 17.835 12.281 16.737
N7 16.311 10.272 16.662
S6 17.189 10.045 15.222
O15 16.830 11.089 14.329
O16 18.500 9.740 15.513
C22 16.521 8.551 14.444
F20 15.172 8.471 14.445
F21 16.883 8.609 13.158
F22 17.000 7.459 14.946
C23 12.303 14.498 23.528
F23 13.010 15.566 23.991
F24 12.051 13.704 24.557
F25 11.023 15.077 23.236
S7 13.091 13.734 22.095
O17 12.044 12.892 21.608
O18 13.460 14.798 21.223
N8 14.260 13.141 22.876
S8 14.865 11.818 21.967
O19 13.842 10.835 21.846
O20 15.502 12.314 20.770
C24 16.225 11.002 22.955
F26 17.383 11.626 22.973
F27 15.892 10.678 24.203
F28 16.472 9.788 22.335

Atomic partial charges in e from the Mulliken method, atoms 1 to 99: -0.967, 0.021, -0.560, -0.337, -0.678, 0.019, 0.413, 0.453, 0.432, 0.505, 0.154, 0.027, 0.377, 0.430, 0.316, 0.300, 0.395, 0.131, -0.284, 0.415, 0.829, 0.433, -0.464, 0.768, 0.260, 0.573, -0.103, -0.405, 0.717, -0.247, -0.297, -0.718, -0.170, 0.432, 0.032, -0.212, -1.113, 0.114, -0.146, -0.489, -0.663, 0.172, 0.503, 0.027, 0.433, 0.321, -0.124, 0.565, 0.301, 0.166, 0.402, 0.249, 0.331, 0.251, -1.445, 0.614, -0.482, -0.305, -0.700, -0.189, 0.356, 0.329, 0.410, 0.330, 0.456, 0.428, -0.282, 0.557, 0.167, 0.269, 0.229, 0.364, 0.389, -0.348, -0.344, -0.410, -0.381, 0.512, -0.253, -0.229, -0.243, 0.847, -0.594, -0.389, -0.743, 0.912, -0.648, -0.410, 0.456, -0.173, -0.013, -0.310, 0.300, -0.299, -0.272, -0.186, 0.956, -0.192, -0.669

***

3.
This record from the Open Molecules 2025 dataset describes the molecule C5H7NO at a distorted geometry. The level of theory is ωB97M-V/def2-TZVPD.

Properties
* charge: 0
* HOMO-LUMO gap: 11.9 eV
* HOMO energy: -11.132 eV
* SMILES: CC[C@@]1(C#N)CO1
* energy relative to the best compared isomer or geometry (same formula, charge and spin): 173.2 kJ/mol
* DFT total energy: -324.65848 a.u.

Cartesian coordinates (Å):
C1 0.277 1.253 1.187
C2 0.719 0.707 -0.172
C3 0.034 -0.589 -0.587
C4 0.795 -1.819 -0.367
N1 1.384 -2.798 -0.187
C5 -1.429 -0.740 -0.645
O1 -0.663 -0.582 -1.826
H1 -0.794 1.480 1.191
H2 0.812 2.183 1.407
H3 0.477 0.546 2.000
H4 0.500 1.432 -0.962
H5 1.803 0.548 -0.176
H6 -1.863 -1.730 -0.500
H7 -2.052 0.109 -0.363

The Mulliken scheme yields these atomic charges, measured in e: -1.045, -0.676, 1.168, -0.116, -0.424, -0.623, -0.463, 0.307, 0.335, 0.320, 0.278, 0.383, 0.300, 0.256

***

4.
This record from the Open Molecules 2025 dataset describes the molecule C3H6N2O. The level of theory is ωB97M-V/def2-TZVPD.

Properties
* charge: 0
* HOMO-LUMO gap: 9.7 eV
* HOMO energy: -9.809 eV
* SMILES: [H]/N=C(/C=O)NC
* energy relative to the best compared isomer or geometry (same formula, charge and spin): 168.6 kJ/mol
* DFT total energy: -302.62886 a.u.

Cartesian coordinates (Å):
H1 -0.894 -2.214 0.085
N1 -1.383 -1.416 -0.333
C1 -0.817 -0.344 0.036
C2 -1.425 0.947 -0.456
O1 -1.002 2.027 -0.113
N2 0.357 -0.268 0.831
C3 1.524 0.027 -0.014
H2 -2.278 0.837 -1.149
H3 0.238 0.499 1.487
H4 1.595 -0.745 -0.786
H5 2.439 -0.015 0.580
H6 1.470 1.015 -0.493

The Mulliken scheme yields these atomic charges, measured in e: 0.317, -0.589, 0.334, 0.035, -0.492, -0.420, -0.792, 0.397, 0.315, 0.305, 0.292, 0.298